# C29H59F13NO5P

6 unconnected molecules or ions with the total composition C29H59F13NO5P (the ωB97M-V functional and the def2-TZVPD basis, the Open Molecules 2025 dataset).

Structure (ORCA input):
```
! wB97M-V def2-TZVPD RIJCOSX def2/J DEFGRID3
* xyz 0 1
N -2.822 -5.036 5.585
C -2.318 -5.247 4.214
P -2.013 -3.643 3.338
C -0.164 -3.614 3.282
C 0.406 -2.879 2.052
C 0.639 -1.412 2.311
F 1.774 -1.255 3.042
F -0.371 -0.856 3.026
C 0.802 -0.576 1.015
F -0.176 -0.917 0.149
F 1.984 -0.899 0.455
C 0.717 0.967 1.215
F -0.579 1.320 1.307
F 1.339 1.294 2.364
C 1.364 1.871 0.126
F 1.215 3.141 0.542
F 2.681 1.599 0.075
C 0.839 1.784 -1.335
F 1.569 2.671 -2.038
F 1.083 0.550 -1.809
C -0.663 2.111 -1.596
F -1.420 1.053 -1.316
F -1.066 3.145 -0.863
F -0.819 2.413 -2.884
H -3.713 -5.498 5.714
H -2.987 -4.050 5.752
H -1.400 -5.839 4.253
H -3.043 -5.801 3.610
H -2.208 -4.089 2.009
H 0.185 -3.156 4.209
H 0.196 -4.642 3.238
H 1.375 -3.328 1.820
H -0.247 -3.038 1.194
C -4.370 3.213 -2.956
C -4.928 2.195 -3.935
O -6.044 2.652 -4.677
C -5.822 3.792 -5.490
C -4.748 3.611 -6.547
H -5.143 3.541 -2.260
H -3.557 2.764 -2.385
H -3.972 4.095 -3.461
H -5.294 1.323 -3.392
H -4.135 1.843 -4.606
H -5.599 4.669 -4.870
H -6.784 3.979 -5.968
H -3.763 3.445 -6.107
H -4.688 4.509 -7.166
H -4.980 2.761 -7.190
C 0.697 -6.985 -0.781
C 1.536 -5.888 -0.150
O 1.817 -6.086 1.225
C 2.541 -7.261 1.553
C 3.911 -7.346 0.905
H -0.241 -7.111 -0.238
H 0.467 -6.724 -1.815
H 1.215 -7.945 -0.791
H 0.989 -4.945 -0.185
H 2.462 -5.740 -0.718
H 1.951 -8.154 1.320
H 2.646 -7.224 2.638
H 3.850 -7.411 -0.182
H 4.428 -8.239 1.259
H 4.512 -6.473 1.162
C 8.260 2.299 1.491
C 7.739 3.566 2.148
O 6.706 4.212 1.427
C 5.529 3.452 1.214
C 4.834 3.008 2.490
H 8.609 2.509 0.479
H 9.095 1.901 2.070
H 7.498 1.522 1.434
H 8.537 4.306 2.208
H 7.421 3.355 3.176
H 5.737 2.588 0.572
H 4.872 4.113 0.649
H 5.448 2.326 3.079
H 3.909 2.487 2.243
H 4.591 3.870 3.113
C -3.293 8.352 -7.194
C -3.612 7.682 -8.520
O -4.816 6.935 -8.516
C -6.001 7.659 -8.230
C -6.297 8.778 -9.213
H -3.254 7.614 -6.392
H -2.324 8.848 -7.257
H -4.033 9.108 -6.926
H -2.838 6.954 -8.761
H -3.619 8.422 -9.329
H -5.979 8.048 -7.205
H -6.795 6.913 -8.270
H -5.539 9.561 -9.186
H -7.254 9.240 -8.965
H -6.352 8.390 -10.230
C 0.294 -3.759 8.288
C 0.205 -4.990 7.402
O 0.840 -4.838 6.142
C 2.228 -4.564 6.160
C 3.066 -5.644 6.823
H -0.124 -2.889 7.778
H -0.272 -3.926 9.205
H 1.321 -3.526 8.573
H -0.837 -5.197 7.157
H 0.596 -5.868 7.928
H 2.426 -3.591 6.624
H 2.505 -4.476 5.108
H 2.837 -5.747 7.884
H 4.124 -5.394 6.736
H 2.896 -6.609 6.343
*
```

Calculated values
LUMO energy (eV): 0.7
DFT total energy (hartree): -3210.8479